1.
Entry from the Open Molecules 2025 dataset: 2 unconnected molecules or ions with the total composition C5H13N3 (ωB97M-V/def2-TZVPD).

ΔE to the lowest compared entry with this formula, charge and spin = 4.337 eV
calculated total energy = -9862.029 eV
LUMO level = 0.036 Ha

Geometry as ORCA input:
```
! wB97M-V def2-TZVPD RIJCOSX def2/J DEFGRID3
* xyz 0 1
C 1.56 -0.38 -0.10
C 1.62 -1.69 0.63
C 0.11 0.82 -2.10
N -0.15 0.56 1.10
C -0.97 0.28 0.12
N -0.62 1.23 2.22
N -2.36 0.30 0.28
C -0.37 -0.19 -1.09
H -0.73 0.64 3.04
H -1.19 2.06 2.12
H -2.77 0.16 1.19
H -2.90 0.03 -0.52
H 2.04 0.44 0.41
H 1.96 -0.41 -1.11
H -0.90 -1.03 -1.54
H 1.27 -2.51 0.00
H 1.02 -1.66 1.53
H 2.66 -1.91 0.93
H 0.57 1.68 -1.61
H 0.86 0.40 -2.78
H -0.71 1.19 -2.73
*
```

=====

2.
Entry from the Open Molecules 2025 dataset: a single C21H26N4O7S molecule (ωB97M-V/def2-TZVPD).

ΔE to the lowest compared entry with this formula, charge and spin = 0.138 eV
calculated total energy = -53328.238 eV
LUMO level = 0.012 Ha

Geometry as ORCA input:
```
! wB97M-V def2-TZVPD RIJCOSX def2/J DEFGRID3
* xyz 0 1
C -2.02 -3.97 -3.31
O -2.07 -2.87 -2.42
C -3.10 -2.85 -1.56
O -3.95 -3.71 -1.54
C -3.08 -1.68 -0.66
C -2.06 -0.73 -0.73
C -2.05 0.36 0.14
N -1.01 1.28 -0.01
C -0.64 2.25 0.87
O -1.26 2.52 1.88
C 0.59 3.09 0.49
C 1.42 3.29 1.77
C 2.17 2.00 2.10
C 3.08 1.62 0.94
N 2.35 1.49 -0.30
S 1.80 -0.05 -0.61
O 1.25 -0.69 0.55
O 0.95 0.06 -1.77
C 3.30 -0.84 -1.07
C 4.08 -1.82 -0.40
C 3.81 -2.43 0.92
N 5.13 -2.12 -1.13
N 5.06 -1.38 -2.24
C 3.97 -0.59 -2.26
C 3.64 0.35 -3.36
C 1.51 2.62 -0.64
C -3.07 0.50 1.08
C -4.08 -0.45 1.15
C -5.19 -0.33 2.14
O -6.08 -1.13 2.26
O -5.09 0.78 2.88
C -6.10 0.96 3.86
C -4.09 -1.54 0.28
H -2.92 -4.00 -3.93
H -1.96 -4.91 -2.75
H -1.14 -3.83 -3.92
H -1.27 -0.84 -1.46
H -0.38 1.03 -0.76
H 0.17 4.06 0.19
H 0.76 3.57 2.59
H 2.14 4.10 1.62
H 2.76 2.13 3.01
H 1.45 1.20 2.27
H 3.57 0.67 1.13
H 3.85 2.39 0.80
H 2.78 -2.22 1.22
H 4.49 -2.02 1.67
H 3.98 -3.50 0.87
H 5.77 -1.47 -2.95
H 4.07 1.33 -3.17
H 2.56 0.45 -3.42
H 4.02 -0.02 -4.31
H 0.96 2.36 -1.54
H 2.18 3.45 -0.89
H -3.07 1.33 1.76
H -6.12 0.12 4.55
H -5.86 1.88 4.38
H -7.08 1.04 3.38
H -4.88 -2.27 0.34
*
```

=====

3.
Entry from the Open Molecules 2025 dataset: 2 unconnected molecules or ions with the total composition C4H12OS2 (ωB97M-V/def2-TZVPD).

ΔE to the lowest compared entry with this formula, charge and spin = 0.398 eV
calculated total energy = -28060.468 eV
LUMO level = 0.022 Ha

Geometry as ORCA input:
```
! wB97M-V def2-TZVPD RIJCOSX def2/J DEFGRID3
* xyz 0 1
C -0.44 -1.07 2.61
C -0.61 -1.54 1.18
C 0.76 -1.76 0.45
S 1.67 -0.23 0.17
S 0.33 1.00 -0.84
C 0.65 0.48 -2.57
H 0.26 -1.74 3.11
H -1.38 -1.16 3.16
H -0.06 -0.05 2.63
H -1.15 -0.86 0.53
H -1.24 -2.44 1.13
H 0.59 -2.25 -0.51
H 1.35 -2.27 1.21
H -0.10 1.01 -3.15
H 0.47 -0.58 -2.52
H 1.62 0.82 -2.94
O -3.57 2.31 -0.38
H -4.17 2.87 0.11
H -4.16 1.87 -0.97
*
```

=====

4.
Entry from the Open Molecules 2025 dataset: 7 unconnected molecules or ions with the total composition C22H60F6N5O11S2 (ωB97M-V/def2-TZVPD).

ΔE to the lowest compared entry with this formula, charge and spin = 5.648 eV
calculated total energy = -91702.795 eV
LUMO level = -0.235 Ha

Geometry as ORCA input:
```
! wB97M-V def2-TZVPD RIJCOSX def2/J DEFGRID3
* xyz 3 1
C 6.49 1.69 -2.25
C 7.04 0.72 -1.29
C 7.47 1.33 0.10
O 6.36 1.60 0.89
C 6.48 2.62 1.88
N 6.02 -0.45 -1.07
H 5.48 -0.72 -1.88
H 6.50 -1.19 -0.59
H 5.48 -0.03 -0.32
H 7.17 2.24 -2.90
H 5.79 2.39 -1.79
H 5.91 1.24 -3.06
H 7.94 0.21 -1.64
H 8.09 2.21 -0.08
H 8.02 0.57 0.65
H 6.66 3.59 1.40
H 7.29 2.32 2.55
H 5.67 2.82 2.57
C -2.17 2.70 -5.63
C -2.10 2.01 -6.97
C -1.97 2.87 -8.25
O -1.75 2.05 -9.33
C -1.60 2.61 -10.58
N -1.01 0.93 -6.92
H -0.97 0.31 -6.13
H -1.13 0.34 -7.73
H -0.14 1.41 -7.10
H -1.19 2.86 -5.17
H -2.62 2.10 -4.84
H -2.84 3.56 -5.67
H -2.98 1.37 -7.13
H -1.28 3.71 -8.17
H -2.84 3.39 -8.63
H -2.49 3.11 -10.96
H -1.33 1.77 -11.22
H -0.84 3.38 -10.47
C -6.07 1.12 4.37
C -6.34 2.00 3.14
C -5.68 3.42 3.18
O -5.54 3.90 1.85
C -5.04 5.28 1.78
N -5.76 1.18 1.89
H -5.94 1.76 1.09
H -4.77 1.00 1.99
H -6.22 0.28 1.84
H -5.01 1.04 4.62
H -6.58 0.16 4.26
H -6.53 1.62 5.23
H -7.38 2.23 2.93
H -4.63 3.41 3.44
H -6.35 4.13 3.67
H -4.07 5.39 2.26
H -5.73 6.12 1.85
H -4.82 5.45 0.72
C -4.31 -8.13 -7.55
C -3.77 -7.01 -6.66
C -4.72 -6.56 -5.51
O -3.91 -5.61 -4.79
C -4.29 -5.21 -3.50
N -2.40 -7.54 -6.03
H -2.61 -8.23 -5.32
H -1.75 -7.88 -6.72
H -1.86 -6.78 -5.63
H -3.68 -8.25 -8.42
H -5.27 -7.78 -7.92
H -4.51 -9.05 -7.00
H -3.43 -6.29 -7.40
H -4.98 -7.41 -4.89
H -5.65 -6.09 -5.84
H -5.24 -4.70 -3.38
H -3.43 -4.59 -3.23
H -4.32 -5.99 -2.74
C 3.31 -1.25 7.64
C 4.14 -2.46 7.26
C 3.08 -3.63 6.91
O 3.83 -4.79 6.42
C 4.41 -5.74 7.33
N 5.01 -2.21 6.03
H 4.50 -1.75 5.28
H 5.83 -1.67 6.26
H 5.40 -3.11 5.81
H 2.54 -1.43 8.40
H 2.75 -0.84 6.79
H 3.89 -0.36 7.89
H 4.80 -2.58 8.12
H 2.26 -3.41 6.24
H 2.65 -3.96 7.86
H 4.97 -6.52 6.81
H 3.65 -6.28 7.88
H 5.03 -5.27 8.09
C -0.01 6.50 7.79
F -0.44 7.37 6.96
F -0.56 6.62 9.01
F -0.32 5.39 7.19
S 1.85 6.65 8.07
O 2.49 6.80 6.77
O 2.01 7.87 8.85
O 2.22 5.56 8.94
C 0.66 2.73 1.35
F 1.71 3.30 0.62
F 0.69 3.09 2.52
F -0.46 3.32 0.79
S 0.55 0.80 1.10
O 1.77 0.28 1.71
O -0.66 0.38 1.81
O 0.43 0.59 -0.34
*
```

=====

5.
Entry from the Open Molecules 2025 dataset: a single C6H13N molecule (ωB97M-V/def2-TZVPD).

ΔE to the lowest compared entry with this formula, charge and spin = 2.083 eV
calculated total energy = -7920.751 eV
LUMO level = 0.043 Ha

Geometry as ORCA input:
```
! wB97M-V def2-TZVPD RIJCOSX def2/J DEFGRID3
* xyz 0 1
C 2.87 -0.46 -0.06
C 1.38 -0.77 -0.16
C 0.56 0.45 -0.57
N -0.81 0.06 -0.86
C -1.81 1.06 -1.12
C -1.74 0.34 0.19
C -2.12 -0.65 1.28
H 3.06 0.33 0.68
H 3.25 -0.11 -1.03
H 3.45 -1.34 0.23
H 1.21 -1.56 -0.90
H 1.01 -1.16 0.80
H 1.02 0.92 -1.45
H 0.57 1.19 0.25
H -2.53 0.97 -1.92
H -1.43 2.09 -0.98
H -1.49 1.22 0.77
H -2.92 -0.23 1.88
H -2.33 -1.69 1.04
H -1.21 -0.65 1.92
*
```

=====

6.
Entry from the Open Molecules 2025 dataset: a molecular structure, C29H33CoN3O (ωB97M-V/def2-TZVPD).

ΔE to the lowest compared entry with this formula, charge and spin = 5.153 eV
calculated total energy = -74742.862 eV
LUMO level (spin up / spin down) = 0.106 / 0.084 Ha

Geometry as ORCA input:
```
! wB97M-V def2-TZVPD RIJCOSX def2/J DEFGRID3
* xyz -1 5
Co 0.20 0.15 -0.20
N 2.70 3.25 -1.21
N -0.72 -1.92 -3.90
C -0.93 -0.49 1.38
C -1.34 0.68 0.67
C -0.19 1.68 0.69
C -0.39 3.18 0.67
H -1.36 3.40 0.20
H 0.35 3.55 -0.03
H -0.27 3.66 1.65
C 0.88 0.92 1.40
C 2.19 1.55 1.66
H 2.14 2.27 2.48
H 2.45 2.10 0.75
H 2.95 0.78 1.86
C 0.43 -0.36 1.75
C 1.21 -1.32 2.59
H 2.29 -1.25 2.36
H 0.92 -2.37 2.46
H 1.09 -1.05 3.66
C -2.77 1.03 0.46
H -3.24 1.55 1.32
H -3.40 0.14 0.28
H -2.87 1.68 -0.41
C -1.82 -1.55 1.96
H -1.30 -2.52 2.07
H -2.72 -1.76 1.36
H -2.14 -1.25 2.97
C 3.69 3.52 -2.08
H 4.26 4.47 -1.98
C 4.00 2.65 -3.14
H 4.89 2.85 -3.74
C 3.14 1.59 -3.41
H 3.30 0.95 -4.28
C 2.00 1.44 -2.66
H 1.26 0.64 -2.87
C 1.80 2.27 -1.53
C 0.53 1.86 -0.87
H -0.39 1.98 -1.56
C -0.69 -2.21 -2.59
C -2.00 -1.29 -4.11
H -2.21 -0.74 -5.01
C -2.88 -1.71 -3.14
H -3.91 -2.07 -3.28
N -2.06 -2.16 -2.09
C -2.54 -2.87 -1.00
C -3.94 -2.92 -0.73
C -4.42 -4.04 -0.05
H -5.49 -4.16 0.00
C -3.60 -5.01 0.51
C -4.20 -6.17 1.25
H -3.56 -6.51 2.08
H -4.37 -7.05 0.62
H -5.17 -5.92 1.69
C -2.23 -4.86 0.34
H -1.57 -5.61 0.74
C -1.68 -3.82 -0.41
C -0.21 -3.83 -0.60
H 0.06 -3.68 -1.68
H 0.19 -4.79 -0.26
H 0.30 -3.06 0.01
C -4.95 -1.94 -1.23
H -5.19 -2.13 -2.29
H -4.66 -0.90 -1.07
H -5.91 -2.16 -0.74
O 2.02 -1.74 -1.38
C 1.04 -1.11 -1.34
*
```